Entry from the Open Molecules 2025 dataset: a cluster of 11 separate species, C34H85Cl2N2O11S10 in total at a distorted geometry (the ωB97M-V functional and the def2-TZVPD basis).

```
144
Properties=species:S:1:pos:R:3:forces:R:3
C 8.98425 -1.48871 1.82036 -0.1 -0.9 0.4
C 7.47320 -2.12522 1.52597 1.5 -1.6 0.9
N 6.51547 -1.58231 2.53920 -0.4 0.3 -1.4
C 5.59665 -0.50010 2.04229 -1.4 0.1 2.1
C 6.41479 0.90377 2.02105 2.5 2.4 -2.9
Cl 6.45428 1.91964 3.62005 -0.1 -1.5 -2.1
C 7.19913 1.50978 0.92055 -2.1 -2.6 2.5
C 7.33517 0.75998 -0.51441 0.2 1.9 -0.9
Cl 8.10282 3.13130 1.15222 -1.3 -2.5 -0.5
C 4.48137 -0.30691 3.28484 -0.3 -0.4 -0.2
C 3.29410 -1.43520 3.27393 -1.1 0.5 2.8
C 1.83956 -0.66740 3.00755 1.1 0.0 -0.6
C 3.16808 -2.04361 4.82733 0.1 1.4 -0.5
N 3.53051 -2.62654 2.38329 -2.9 0.5 -0.8
O 2.61510 -3.59899 2.53610 2.3 1.9 -0.2
C 3.77837 -2.26328 0.93970 1.4 -0.9 -2.0
C 4.63741 -3.54993 0.30175 -1.2 -0.5 0.5
C 2.41436 -2.16153 0.01144 0.2 0.6 -0.3
C 4.67491 -0.86213 0.74919 -0.4 0.1 -0.5
H 8.88113 -0.87961 2.82164 0.3 -0.9 -2.3
H 9.73012 -2.38562 2.07364 -1.5 2.0 -0.7
H 9.41827 -0.87845 0.92241 -0.8 -1.0 1.9
H 7.59484 -3.28946 1.76569 -0.4 2.5 -0.6
H 7.14948 -2.06973 0.40678 0.4 0.1 2.1
H 6.04219 -2.30644 3.12034 0.3 0.9 -1.1
H 7.96672 1.48640 -1.22199 -1.3 -1.6 1.6
H 7.90998 -0.25738 -0.52006 -1.4 1.9 0.4
H 6.26299 0.71257 -1.02027 2.3 -0.1 1.2
H 3.92295 0.74291 3.17236 1.5 -2.4 0.4
H 5.01631 -0.40954 4.34749 -1.0 0.5 -2.6
H 0.94345 -1.41990 3.13758 1.9 1.8 -0.2
H 1.79725 0.25307 3.75042 -0.1 -2.1 -1.4
H 1.90118 -0.20606 1.92708 -0.4 -0.9 2.0
H 2.16394 -2.63460 4.94581 2.2 1.0 -0.2
H 4.13377 -2.65355 5.08260 -2.0 0.9 -0.4
H 3.15030 -1.07137 5.51843 0.0 -2.2 -1.3
H 5.10704 -3.31228 -0.74267 -0.9 -0.4 2.2
H 3.83165 -4.41808 0.15353 1.9 1.8 0.3
H 5.42639 -3.98346 1.06271 -1.4 1.1 -1.6
H 1.41724 -2.31739 0.60367 2.0 0.1 -1.0
H 2.37975 -1.07600 -0.44006 0.0 -2.1 0.7
H 2.50316 -2.94414 -0.88326 -0.3 1.8 2.1
H 5.28462 -1.07573 -0.25540 -1.3 0.7 2.3
H 3.95753 0.07461 0.56913 1.7 -2.1 0.3
C 2.06528 4.15653 -0.34624 -0.1 -0.2 -0.2
S 3.49302 3.27695 0.33210 0.0 0.1 0.1
O 3.50167 1.90209 -0.26650 -0.2 0.4 0.1
C 2.84677 3.13227 2.01640 -0.1 -0.1 0.0
H 2.23541 4.32181 -1.41326 0.2 -0.1 0.2
H 1.15912 3.56001 -0.21393 0.2 0.1 0.1
H 1.95666 5.12152 0.15443 0.1 -0.1 0.0
H 1.89382 2.59783 2.00674 0.0 0.0 -0.1
H 2.71374 4.12929 2.44267 0.1 0.0 -0.1
H 3.56897 2.57517 2.61713 0.0 0.2 -0.2
C -1.59392 -4.59549 2.34110 0.0 -0.1 0.0
S -1.01454 -2.88455 2.43722 -0.3 -0.2 0.2
O -0.97064 -2.50418 3.88705 -0.1 -0.1 -0.5
C -2.50120 -2.13819 1.72434 -0.1 0.0 0.1
H -0.82832 -5.24507 2.77318 0.0 0.2 -0.1
H -2.52330 -4.70949 2.90479 0.1 0.1 0.0
H -1.75184 -4.87153 1.29586 0.1 0.0 0.1
H -3.37580 -2.40003 2.32462 0.1 0.0 0.0
H -2.63042 -2.49137 0.69866 0.1 0.0 0.0
H -2.37555 -1.05329 1.72047 0.2 -0.3 0.1
C 0.43086 -4.84752 -2.69358 0.0 -0.1 0.0
S -0.03726 -3.10583 -2.55355 -0.2 0.0 0.0
O -1.45404 -3.05765 -2.06464 0.4 -0.1 -0.3
C -0.06436 -2.77084 -4.33188 -0.1 0.0 -0.1
H 0.47137 -5.27697 -1.68923 -0.1 0.1 -0.1
H -0.30991 -5.38892 -3.28742 0.0 0.2 0.0
H 1.41631 -4.92665 -3.15867 0.0 0.1 0.0
H -0.77481 -3.43700 -4.82718 0.0 0.0 0.1
H 0.93651 -2.91514 -4.74528 0.0 0.0 0.1
H -0.37272 -1.73418 -4.48375 0.0 -0.1 0.1
C -1.55693 6.11579 1.30158 0.2 0.1 0.0
S -2.09344 4.44349 0.86822 0.1 -0.1 -0.2
O -0.86441 3.64098 0.56145 -0.5 0.4 0.1
C -2.85861 4.89034 -0.70984 0.2 0.0 0.0
H -1.01396 6.07054 2.24917 -0.1 -0.1 -0.1
H -0.89601 6.51096 0.52601 -0.1 -0.1 0.0
H -2.42956 6.76290 1.41754 0.0 -0.1 0.0
H -2.11987 5.35931 -1.36418 0.0 -0.1 0.1
H -3.69020 5.57574 -0.53058 0.1 -0.1 0.0
H -3.23503 3.98007 -1.18158 0.0 0.1 0.1
C -6.27267 0.58095 -1.02733 -0.1 0.1 0.0
S -5.46404 0.47747 0.58750 0.1 0.0 -0.3
O -5.77451 1.74324 1.32915 0.5 -0.1 -0.4
C -3.77081 0.61468 -0.03664 0.0 0.1 0.1
H -7.35472 0.55262 -0.87514 0.1 0.0 0.1
H -6.00284 1.51681 -1.52315 0.0 0.0 0.1
H -5.97357 -0.27060 -1.64301 0.0 0.0 0.1
H -3.65143 1.54797 -0.59211 -0.1 -0.1 0.1
H -3.55046 -0.23785 -0.68324 -0.1 0.0 0.1
H -3.08696 0.60941 0.81491 -0.2 0.1 -0.1
C -7.70781 6.48542 -1.75123 0.0 0.0 -0.2
S -6.27260 5.46784 -1.33060 -0.6 -0.2 -0.1
O -6.14543 4.40967 -2.38545 0.0 0.3 0.4
C -7.00814 4.69321 0.13034 0.1 0.0 0.0
H -7.48468 7.03640 -2.66853 0.0 0.0 0.1
H -8.58264 5.85125 -1.91549 0.2 -0.1 0.1
H -7.90405 7.19508 -0.94404 0.1 -0.1 0.0
H -7.92487 4.16723 -0.14678 0.1 0.0 -0.1
H -7.22620 5.45910 0.87821 0.0 0.0 -0.1
H -6.29075 3.97968 0.54148 0.0 0.0 -0.1
C 8.50146 -4.48906 -2.97677 0.0 0.1 0.0
S 7.51611 -5.73797 -2.11564 -0.3 0.2 0.2
O 6.22208 -5.09437 -1.71578 0.8 -0.3 -0.3
C 8.56015 -5.82195 -0.63972 0.0 0.1 0.1
H 8.00843 -4.25093 -3.92283 0.0 -0.1 0.2
H 8.57313 -3.58308 -2.36969 -0.1 -0.1 0.0
H 9.49913 -4.88494 -3.18071 -0.1 0.0 0.0
H 8.62860 -4.83619 -0.17342 -0.1 0.0 -0.1
H 9.55572 -6.17597 -0.91714 -0.1 0.0 0.0
H 8.10881 -6.52525 0.06347 0.0 0.1 -0.2
C -5.07597 7.92699 -4.67331 -0.1 -0.1 0.0
S -5.54409 9.66869 -4.53328 -0.4 0.0 0.0
O -6.96087 9.71687 -4.04436 0.6 -0.2 -0.3
C -5.57119 10.00368 -6.31161 -0.1 0.0 -0.1
H -5.03546 7.49755 -3.66895 0.0 0.1 -0.1
H -5.81674 7.38560 -5.26715 0.0 0.1 0.1
H -4.09052 7.84787 -5.13840 -0.1 0.1 0.1
H -6.28165 9.33752 -6.80690 0.0 0.0 0.1
H -4.57032 9.85938 -6.72501 0.0 0.0 0.1
H -5.87955 11.04034 -6.46348 0.0 -0.1 0.1
C -1.97406 -7.58091 -2.52247 0.0 0.1 -0.1
S -2.04634 -8.16700 -0.81264 0.3 0.2 0.2
O -1.04471 -7.37844 -0.02300 -0.4 -0.3 -0.5
C -1.32334 -9.79414 -1.13681 0.1 0.0 0.0
H -2.34678 -6.55379 -2.55244 0.0 -0.1 0.1
H -0.94248 -7.60062 -2.88293 -0.1 -0.1 0.1
H -2.60503 -8.21111 -3.15365 0.0 0.0 0.1
H -0.33139 -9.68094 -1.58071 -0.1 0.1 0.1
H -1.97475 -10.35463 -1.81134 0.0 0.1 0.1
H -1.23748 -10.32942 -0.18870 -0.1 0.2 -0.1
C -11.01369 2.05049 2.88848 -0.2 -0.1 0.0
S -9.75520 2.58109 1.70234 0.2 -0.4 0.1
O -9.79123 1.62412 0.54843 0.0 0.3 0.4
C -8.32907 2.14339 2.72703 -0.2 0.2 0.0
H -11.99850 2.19913 2.43809 0.2 0.0 0.0
H -10.88248 0.99200 3.12692 0.1 0.1 -0.1
H -10.93905 2.65266 3.79705 0.1 0.0 -0.1
H -8.35933 1.07980 2.97540 -0.1 0.1 -0.1
H -8.33884 2.74263 3.64041 -0.1 0.0 0.0
H -7.41897 2.35833 2.16281 -0.3 -0.1 0.1
```
Forces are in eV/Å.

Results
* highest occupied orbital energy (spin up / spin down): -7.992 / -8.374 eV
* expectation value of S²: 0.75
* spin multiplicity: 2
* LUMO level (spin up / spin down): 0.0106 / 0.0106 Eh
* HOMO-LUMO gap (spin up / spin down): 0.304 / 0.318 hartree

***

Entry from the Open Molecules 2025 dataset: a cluster of 10 separate species, C34H85N17O10 in total at a distorted geometry (the ωB97M-V functional and the def2-TZVPD basis).

```
146
Properties=species:S:1:pos:R:3:forces:R:3
C 15.95449 11.16440 13.28725 2.2 0.5 -0.1
C 16.70410 11.34125 14.62159 0.5 0.2 -0.1
C 17.58863 12.60704 14.49590 0.7 -0.5 -0.4
C 15.76351 11.58522 15.76573 -0.7 0.9 1.2
C 14.96402 10.36978 16.12122 2.0 -1.2 -0.3
C 16.02646 9.35206 16.60016 -2.5 -2.4 -0.5
C 17.01518 8.93219 15.50211 0.9 0.9 0.4
C 18.23144 8.23171 16.18635 -1.4 0.5 -1.4
C 16.50314 7.97722 14.38998 -0.7 -0.4 1.5
N 17.55192 10.19136 15.01176 -0.2 1.6 0.3
O 18.58533 10.05293 14.11045 1.0 -0.5 -1.1
H 14.97409 10.81820 13.44695 -1.1 -0.9 -0.3
H 15.91981 12.17280 12.91215 -0.5 0.3 -0.5
H 16.58884 10.59774 12.55036 -0.9 0.1 0.6
H 18.17346 12.51767 13.52558 -0.3 0.3 1.3
H 16.93832 13.48428 14.39341 0.2 -0.3 0.1
H 18.24109 12.72933 15.40104 -0.4 -0.2 -1.0
H 16.35237 11.82692 16.67396 0.0 0.0 -0.5
H 15.11268 12.46092 15.63611 0.2 -0.1 -0.5
H 14.23191 10.52079 16.85637 -0.9 0.4 1.3
H 14.45372 9.93839 15.29173 -0.5 -0.2 -0.9
H 15.47504 8.39768 16.94411 0.9 1.2 -0.3
H 16.52445 9.77129 17.44661 0.6 0.1 0.5
H 18.65161 8.73429 17.00246 0.0 1.0 1.5
H 19.02949 8.21975 15.48971 0.7 -0.6 -0.9
H 17.89317 7.27129 16.45943 0.1 -1.3 0.5
H 15.45817 8.11840 14.03265 0.8 0.2 0.2
H 16.53103 7.01541 14.95476 -0.1 0.2 -1.2
H 17.21502 7.98532 13.56052 -0.2 -0.3 0.1
H 18.28756 9.66282 13.25698 -0.2 0.2 0.5
C 22.29953 9.03330 11.24222 -0.5 -2.6 -0.9
C 22.60091 10.14387 12.17849 -2.2 -0.2 0.5
C 22.25501 9.66372 13.57696 0.4 1.1 1.1
C 24.00223 10.59373 11.99870 1.5 0.1 -0.7
C 24.39786 11.77507 12.82435 -1.2 1.8 0.5
C 23.54747 13.01091 12.38233 -0.1 -2.2 -0.4
C 22.02275 12.66151 12.46723 -0.7 0.5 -0.7
C 21.48151 12.75271 13.90146 -1.1 -1.6 0.4
C 21.26260 13.75348 11.66675 -0.3 0.7 1.6
N 21.75588 11.28795 11.74490 0.6 2.8 1.0
O 20.37508 11.05065 11.84151 -0.9 -0.6 -0.1
H 21.23913 8.67290 11.20057 0.8 0.5 0.6
H 22.53468 9.18873 10.20472 0.3 0.8 -0.6
H 22.94396 8.16142 11.48792 -0.5 0.3 0.2
H 21.21378 9.76706 13.87841 -0.1 0.1 -0.4
H 22.51447 8.64681 13.75451 0.3 -0.9 -0.1
H 22.83384 10.24450 14.29979 -0.2 -0.1 0.1
H 24.76018 9.83209 12.15213 -0.3 -0.7 0.2
H 24.08168 10.81311 10.92672 0.2 0.3 0.0
H 24.21587 11.62151 13.89862 0.2 -0.2 -0.2
H 25.42527 12.07894 12.70758 0.5 -0.3 -0.1
H 23.80511 13.09942 11.30957 -0.2 0.6 0.4
H 23.87009 13.87471 12.96400 -0.6 0.2 -0.2
H 21.00983 13.69017 14.14013 0.3 0.7 -0.1
H 22.24769 12.53747 14.60758 0.7 0.0 0.7
H 20.65936 12.03445 14.20753 0.8 0.4 -0.7
H 20.16043 13.79740 11.80824 0.5 -0.5 -0.1
H 21.52666 13.68980 10.65608 0.2 -0.2 -1.7
H 21.56877 14.76764 12.00327 0.1 -0.6 0.0
H 19.94450 11.22567 12.71693 1.1 -0.1 -0.2
C 12.57168 15.53651 12.60754 1.1 -0.2 -0.8
C 11.55402 15.69266 13.66888 -2.2 0.3 0.3
C 10.17639 15.92614 13.01546 1.0 1.8 -1.3
C 11.32748 14.33438 14.38903 0.1 0.8 0.5
C 12.59090 13.93550 15.16932 -0.6 0.3 -0.3
C 12.83928 15.14686 16.12461 -1.4 -0.4 0.5
C 12.99113 16.55919 15.48066 -0.3 0.5 1.7
C 12.91473 17.59078 16.60471 -0.5 -1.9 1.5
C 14.41388 16.61310 14.98124 -0.1 -1.2 -1.9
N 11.83843 16.82524 14.59468 0.2 -0.9 -0.5
O 12.09112 18.03746 13.81190 1.5 -1.6 0.4
H 12.92170 16.46412 12.19048 0.1 0.9 0.6
H 13.42994 14.96036 12.92909 0.2 0.0 -0.1
H 12.21178 15.09700 11.69603 -0.5 -0.9 -0.2
H 10.12012 15.22488 12.18430 -0.4 0.0 -0.1
H 9.32633 15.81541 13.64636 -0.5 -0.2 0.8
H 10.11011 16.97330 12.59716 0.0 -1.0 0.2
H 10.49859 14.42125 15.11865 0.3 0.2 -0.4
H 10.92651 13.72448 13.56449 0.7 -0.5 0.5
H 12.42856 13.01039 15.72596 -0.1 0.2 0.3
H 13.36640 13.65713 14.45404 0.4 0.5 0.2
H 13.66220 14.99322 16.82753 0.2 0.0 -0.4
H 11.94250 15.17678 16.80603 0.6 0.0 -0.6
H 13.48578 17.13421 17.43098 0.5 0.8 -0.2
H 11.93930 17.65526 17.07255 -0.6 0.0 -0.4
H 13.21841 18.56131 16.32928 0.7 1.0 -0.3
H 14.61648 17.47321 14.35629 0.1 0.2 -0.1
H 14.51902 15.67435 14.40487 0.8 0.7 -0.1
H 15.13825 16.57488 15.78593 -0.3 0.1 0.4
H 11.25091 18.45177 13.78803 -1.3 0.7 0.3
N 16.79640 14.10560 10.52348 -0.1 0.5 -0.7
C 15.80955 14.61705 11.28432 -1.0 0.3 2.1
N 14.92713 15.47974 10.66202 -0.5 0.6 0.3
O 15.66217 14.31318 12.48025 0.1 0.2 -0.6
H 17.66714 13.93545 11.01120 -0.2 -0.1 -0.1
H 16.86840 14.67431 9.68718 0.8 -0.4 -0.4
H 14.32129 16.05133 11.27722 1.0 -1.2 -0.4
H 15.32787 16.08570 9.96677 0.3 -0.1 -0.5
N 11.63944 17.70213 10.19272 -0.2 1.5 0.8
C 12.36974 17.21552 9.17871 -0.1 1.1 0.1
N 12.14263 15.94428 8.83338 0.1 -0.4 -0.7
O 13.12490 17.97570 8.58141 0.8 -0.3 -0.7
H 11.86132 18.65069 10.47434 0.0 -0.3 -0.2
H 11.16794 17.17979 10.88367 -0.4 -0.8 0.4
H 12.82939 15.54084 8.23454 0.3 -0.3 -0.2
H 11.68461 15.33179 9.45744 -0.4 -0.5 0.5
N 18.98050 15.78575 9.33429 0.2 2.3 0.9
C 19.04507 17.01732 10.08583 1.3 0.5 0.3
N 18.51988 18.16801 9.50655 -0.6 -0.8 -0.3
O 19.63192 17.16166 11.17328 -0.7 -1.2 -1.4
H 18.71560 15.87450 8.34442 0.2 -0.4 0.9
H 19.65317 15.06099 9.60804 -0.4 0.8 -0.3
H 18.37866 19.02348 10.07077 0.3 -1.3 -0.3
H 17.84089 18.00915 8.77781 -0.1 0.2 -0.1
N 18.23887 16.19248 13.45842 1.2 0.7 1.1
C 18.86994 16.10339 14.71009 -0.1 0.0 -1.0
N 17.93158 15.87468 15.68901 0.1 -0.5 1.7
O 20.07666 16.17842 14.91706 -1.0 -0.1 -0.2
H 18.75628 16.59465 12.67913 0.1 -0.4 0.1
H 17.46032 15.59160 13.30864 -0.6 -0.3 -0.2
H 18.24992 15.65364 16.64121 0.0 0.4 -1.0
H 17.00220 16.26586 15.65129 0.4 -0.1 -0.4
N 15.57732 18.34139 11.88713 2.2 1.0 -0.7
C 15.54410 19.70827 11.43002 0.7 -1.0 2.9
N 14.72824 19.79030 10.40224 -1.0 1.3 -1.7
O 16.12543 20.62220 12.00194 -0.1 -0.6 -0.9
H 14.74841 17.98235 12.26668 -1.4 -0.2 0.5
H 16.36920 18.18188 12.49834 -0.2 0.0 0.2
H 14.63775 20.68765 9.94820 0.0 -0.1 0.1
H 14.54803 18.97930 9.84741 -0.3 -0.3 -0.3
N 16.09002 14.14441 6.58868 1.6 -1.4 1.0
C 15.73121 15.32380 7.15340 -0.4 0.5 -0.6
N 14.59858 15.87275 6.58570 1.0 0.0 0.7
O 16.37664 15.81725 8.07844 -0.6 0.3 0.0
H 16.09761 13.98044 5.58892 -0.3 0.2 0.4
H 16.86677 13.68038 7.13378 -0.7 0.5 -1.1
H 14.13395 16.66678 6.98788 0.1 0.5 0.2
H 14.06564 15.22828 6.06280 -0.7 -0.4 -0.6
N 18.67018 11.77419 9.67753 1.2 0.1 0.5
C 19.26957 12.38536 8.65615 0.3 -0.8 -2.1
N 20.63464 12.18431 8.59780 -1.0 1.0 -0.8
O 18.63364 12.90134 7.71576 0.6 0.3 0.7
H 19.26084 11.60492 10.48879 -0.5 -0.4 0.2
H 17.69038 11.83083 9.67344 -1.2 0.1 0.5
H 21.14787 11.74493 9.31380 0.4 -0.5 1.1
H 21.15413 12.73898 7.95217 0.0 0.2 -0.3
```
Forces are in eV/Å.

Results
* highest occupied orbital energy: -8.355 eV
* structure (SMILES): CC1(C)CCCC(C)(C)N1O.CC1(C)CCCC(C)(C)N1O.CC1(C)CCCC(C)(C)N1O.NC(N)=O.NC(N)=O.NC(N)=O.NC(N)=O.NC(N)=O.NC(N)=O.NC(N)=O
* ΔE to the lowest compared entry with this formula, charge and spin: 31.2 kcal/mol
* LUMO level: 0.0116 Eh
* HOMO-LUMO gap: 0.319 hartree